Entry 1:
Molecular formula: C21H22Cl2N2O4
Method: DFT, ωB97M-V/def2-TZVPD

Geometry as XYZ:
```
51
Properties=species:S:1:pos:R:3:forces:R:3
Cl -0.70547 -1.43149 -4.56707 -0.01 -0.01 -0.10
Cl 0.15623 0.43287 -2.49570 -0.06 -0.01 -0.17
O -1.73901 -2.98284 3.03477 0.86 1.54 1.93
O 4.81612 -1.87204 1.07087 -3.59 3.05 -2.43
O 2.95863 1.72173 -1.64233 0.25 -4.92 3.66
O -0.93314 -3.27292 5.16527 -0.40 2.84 -3.62
N 3.88631 -0.34069 -0.62193 0.92 -0.61 -0.92
N 3.60975 -0.59643 -4.19809 -0.46 -0.44 0.48
C -0.33731 -1.06973 4.27481 0.65 -0.04 -0.62
C 0.42629 -0.57888 2.96442 1.16 1.43 -3.08
C -4.26343 1.98859 -0.82727 2.04 -2.55 0.51
C 3.92199 -1.10501 0.61955 -0.57 -0.19 1.56
C -1.64537 1.20784 2.37485 0.66 -0.82 -2.25
C -2.49988 1.04117 1.00498 -2.56 0.12 -3.23
C -3.76337 3.50259 1.34815 -0.62 -1.26 0.09
C -3.15858 -0.39461 -1.25213 -0.25 3.31 2.30
C -0.26240 0.24081 -4.20142 -0.02 0.24 -0.07
C 2.52514 -0.67099 1.29972 -2.59 1.28 0.73
C 1.81340 -1.20306 2.55662 -1.18 2.82 -2.18
C 2.95013 0.76117 -0.80207 -1.06 1.34 0.52
C 4.59237 -0.87853 -1.81567 1.27 0.61 -1.51
C 0.51995 1.09858 0.77396 2.65 -3.28 2.40
C -1.01571 -2.50996 4.15685 -0.17 -2.88 3.07
C -3.49134 2.16140 0.52195 0.39 -2.30 -1.90
C -0.20554 0.54236 2.05818 2.36 -0.91 -0.47
C -2.39610 -0.20954 0.08215 -1.42 1.74 -0.66
C 3.63412 -1.46598 -2.96053 0.11 -0.70 -0.77
C 1.90701 0.45878 0.43375 -1.50 -0.45 2.04
C -4.10612 0.73945 -1.74212 2.09 -0.08 3.51
H -2.31960 -3.69249 3.40295 0.83 0.47 -0.28
H -1.68235 -1.05453 0.40130 -1.25 1.49 -0.54
H -1.12163 -0.31616 4.66203 1.17 -1.27 -0.93
H 0.06629 1.92618 0.14098 0.67 -1.32 0.98
H -4.89277 3.52742 1.59853 1.79 0.08 -0.47
H 0.59620 0.52031 -4.81040 -0.10 -0.13 0.12
H -4.95835 2.82506 -1.17837 1.13 -1.30 0.67
H -2.95681 -1.35449 -1.84005 -0.46 1.68 0.87
H 2.31442 -2.02027 3.16772 -0.86 1.24 -0.84
H 4.10331 -2.46475 -3.30908 -0.83 1.55 0.69
H 2.85416 0.09974 -4.13720 0.57 -0.34 0.20
H -1.46048 2.32284 2.52183 -0.43 -1.58 0.15
H 5.37544 -1.68335 -1.56869 -1.46 1.33 0.30
H -1.10592 0.88935 -4.43360 0.07 -0.17 0.13
H 5.19599 -0.01741 -2.29963 -1.06 -1.36 0.70
H 3.39027 -1.16773 -5.02662 0.18 0.26 0.68
H -3.50258 4.43857 0.75301 -0.19 -1.30 0.90
H 0.43763 -1.15180 5.12700 -1.35 -0.17 -1.42
H -3.22901 3.43948 2.35738 -0.63 0.39 -1.56
H -4.65951 0.60778 -2.73891 0.88 0.44 1.81
H 2.56287 -1.68528 -2.63055 1.48 0.24 0.11
H -2.20228 0.69689 3.22586 0.89 0.90 -1.07
```
Forces are in eV/Å.

Structure (SMILES) ... Cc1ccccc1Cc1cc2c(cc1CC(=O)O)C(=O)N(CCN)C2=O.ClCCl
LUMO ... -0.03383 hartree
HOMO energy ... -0.31975 hartree
HOMO-LUMO gap ... 7.8 eV
E ... -2143.96015 Ha

Löwdin atomic charge list, values in e, 6 entries: 0.501 0.595 0.045 0.060 0.021 0.022

***

Entry 2:
Molecular formula: C21H22ClN3O6Ru
Method: DFT, ωB97M-V/def2-TZVPD

Geometry as XYZ:
```
54
Properties=species:S:1:pos:R:3:forces:R:3
Ru 0.44424 0.06008 0.96440 -0.55 -0.73 -1.63
Cl 5.09494 -0.54492 6.60700 -0.55 0.05 -0.57
O -1.26606 -1.64282 -1.34760 -0.15 -0.12 0.18
O 1.42064 -0.22172 -4.90930 0.21 0.17 -0.23
O 2.28454 -0.84922 0.97360 0.17 -0.04 0.30
O 1.83084 1.47788 -0.72740 0.23 0.33 0.58
O -1.32846 -1.60112 1.31510 0.68 0.15 -0.41
O 0.71634 0.32088 2.91240 0.00 0.23 0.91
N -1.31836 1.07528 0.98850 0.08 0.13 0.16
N 1.59554 0.70978 -2.86310 0.80 0.56 0.59
N 0.35424 -0.13432 -1.05760 0.30 0.20 1.48
C -0.54386 -2.09932 -4.02000 -0.35 -0.08 -0.04
C -0.43826 -0.89612 -1.84230 -0.72 -0.42 -0.92
C 3.10804 -0.93182 1.88730 0.62 -0.40 -0.44
C -3.57036 2.66158 1.13090 0.21 -0.16 -0.03
C 3.81194 -0.34432 5.51220 0.28 0.18 1.12
C 1.67634 0.06828 3.69770 0.57 -0.29 -0.18
C 0.49104 -3.13922 -3.63870 0.31 0.12 -0.16
C -3.63266 1.31918 1.46250 0.37 -0.07 -0.08
C 2.58324 0.19288 5.96170 -0.42 0.16 -0.06
C -0.33696 -0.73122 -3.35570 0.13 -0.10 -0.04
C -1.47426 0.23968 -3.78950 -0.09 0.06 0.07
C 3.96144 -0.70392 4.17350 -0.50 -0.16 -1.65
C -2.48486 0.53808 1.36990 -0.35 -0.15 0.02
C 0.98224 -0.09852 -3.80710 -0.88 -0.71 0.03
C 1.55294 0.38478 5.08980 0.02 0.08 0.49
C 1.29474 0.73248 -1.53570 0.11 0.07 -0.92
C -1.24826 2.37778 0.67890 -0.07 0.80 -0.29
C -1.37766 1.66458 -3.25660 -0.07 -0.11 -0.15
C -2.35466 3.20028 0.71830 0.12 -0.19 0.10
C -2.49756 -0.93122 1.71690 -0.40 0.00 0.44
C 2.92484 -0.52612 3.25490 0.07 0.27 0.97
H -4.45116 3.28158 1.18600 -0.10 0.05 0.00
H -1.41836 -1.85662 0.35930 0.12 0.08 0.02
H -2.26856 4.23938 0.44580 0.07 0.08 -0.02
H -0.52006 2.18688 -3.67600 0.02 0.11 0.02
H -1.53946 -2.45102 -3.73430 0.08 0.11 -0.02
H -4.55506 0.86548 1.78700 -0.12 -0.07 0.01
H 1.46254 -2.88182 -4.06570 0.01 -0.07 0.03
H 0.60734 0.79238 5.41970 0.00 0.05 0.04
H 4.08384 -1.37492 1.64400 -0.14 0.03 -0.06
H -1.47386 0.27758 -4.88050 0.03 -0.15 0.03
H -2.41846 -0.21162 -3.47370 0.08 -0.05 -0.05
H -2.27316 2.20518 -3.55710 0.01 0.10 0.07
H -0.55336 -1.97492 -5.10500 0.04 0.16 0.11
H -2.56006 -1.02732 2.81050 -0.10 0.01 -0.23
H -3.38416 -1.40992 1.28400 0.12 0.12 0.10
H 2.47484 0.46018 7.00280 0.00 -0.01 0.06
H -1.30946 1.69728 -2.16740 -0.06 0.05 0.08
H 0.60754 -3.22642 -2.55710 -0.07 -0.13 0.03
H 4.89944 -1.11732 3.83780 0.17 -0.11 -0.03
H -0.26906 2.74918 0.38060 -0.19 -0.04 0.01
H 2.40244 1.25608 -3.16230 -0.22 -0.10 0.05
H 0.20044 -4.10682 -4.04340 0.07 -0.05 0.11
```
Forces are in eV/Å.

Charge ... +2
LUMO (alpha / beta) ... -0.27981 / -0.37850 hartree
Spin multiplicity ... 5
HOMO energy (alpha / beta) ... -0.55488 / -0.55584 hartree
HOMO-LUMO gap (alpha / beta) ... 7.5 / 4.8 eV
E ... -1983.69262 Ha

Löwdin atomic charge list, values in e, 6 entries: 1.625 0.902 0.088 0.178 -0.061 0.035